The following is a quantum chemistry calculation of an isolated ion of composition C4H6NO and charge +1, from OMol25.

- total charge = +1

Last column: natural (NBO) charge in e.
Atoms and positions in Å:
1 C 0.69 1.77 0.00  -0.716
2 C -0.31 0.71 0.18  0.380
3 C -1.59 0.18 0.15  0.674
4 O -2.72 -0.05 -0.04  -0.381
5 N -0.35 -0.61 0.12  -0.189
6 C 0.27 -1.82 -0.07  -0.463
7 H 1.61 1.34 0.05  0.261
8 H 0.42 2.59 0.72  0.302
9 H 0.68 2.31 -1.07  0.326
10 H -0.22 -2.30 0.77  0.267
11 H 1.29 -1.76 0.17  0.245
12 H 0.24 -2.37 -0.98  0.292


The following is a quantum chemistry calculation of C28H49N5O7 as an isolated structure, from OMol25.

- total charge = 0

Last column: natural (NBO) charge in e.
Atoms and positions in Å:
1 C 4.48 -4.84 -0.15  -0.416
2 N 3.24 -4.08 0.19  -0.475
3 C 2.35 -3.75 -1.03  -0.153
4 C 1.58 -2.68 -0.55  0.552
5 N 0.78 -2.65 0.30  -0.355
6 N 0.14 -1.58 0.46  -0.285
7 C 0.81 -0.90 -0.24  0.520
8 O 1.81 -1.49 -1.17  -0.443
9 C 0.72 0.65 -0.74  -0.068
10 N -0.46 1.24 0.11  -0.709
11 C -1.62 1.68 -0.66  0.698
12 O -1.52 1.83 -1.89  -0.621
13 C -2.38 2.45 0.49  -0.235
14 C -3.89 2.82 -0.32  -0.401
15 H -4.06 2.14 -1.07  0.223
16 C -3.51 4.04 -0.94  -0.217
17 N -2.86 5.19 -0.01  -0.432
18 C -3.52 6.22 0.34  0.889
19 O -3.12 7.10 0.95  -0.645
20 O -4.78 6.36 -0.34  -0.561
21 C -5.40 7.64 -0.22  0.178
22 C -4.77 8.69 -0.52  -0.568
23 H -3.91 8.93 0.04  0.250
24 H -5.41 9.63 -0.38  0.231
25 H -4.32 8.83 -1.88  0.141
26 C -5.96 7.79 1.30  -0.621
27 H -6.44 8.65 1.59  0.204
28 H -6.55 6.81 1.46  0.210
29 H -5.03 7.72 2.05  0.225
30 C -6.73 7.48 -0.98  -0.597
31 H -7.29 6.56 -0.90  0.224
32 H -7.25 8.36 -1.03  0.208
33 H -6.43 7.39 -2.11  0.196
34 C -1.59 4.72 0.56  -0.210
35 C -1.91 3.43 1.37  -0.417
36 H -1.21 3.07 1.69  0.188
37 H -2.60 3.78 1.98  0.213
38 H -1.51 5.40 1.29  0.236
39 H -0.98 4.44 -0.30  0.212
40 H -4.48 4.37 -1.51  0.233
41 H -2.86 3.96 -1.67  0.203
42 H -4.70 2.80 0.56  0.210
43 H -2.78 1.40 1.13  0.217
44 H -0.34 1.08 1.19  0.449
45 H 0.53 0.81 -1.81  0.268
46 C 1.94 1.49 -0.14  -0.483
47 C 2.20 0.99 1.37  0.825
48 O 1.56 1.48 2.32  -0.642
49 O 3.12 0.01 1.17  -0.568
50 C 3.51 -0.83 2.54  0.358
51 C 4.10 0.38 3.44  -0.663
52 H 4.47 -0.11 4.33  0.204
53 H 3.30 1.28 3.68  0.247
54 H 4.92 0.91 3.15  0.208
55 C 2.23 -1.29 3.33  -0.565
56 H 1.64 -2.13 2.57  0.195
57 H 2.73 -1.91 4.05  0.221
58 H 1.58 -0.73 3.54  0.186
59 C 4.47 -1.72 2.07  -0.700
60 H 3.89 -2.40 1.66  0.262
61 H 5.00 -2.13 2.98  0.223
62 H 5.32 -1.20 1.71  0.248
63 H 1.86 2.48 -0.28  0.221
64 H 2.83 0.84 -0.72  0.233
65 H 3.17 -3.44 -1.64  0.245
66 C 1.61 -4.94 -1.49  -0.070
67 O 2.48 -5.94 -2.01  -0.576
68 C 1.68 -7.21 -2.59  0.286
69 C 0.82 -7.03 -3.51  -0.643
70 H 0.79 -6.36 -4.13  0.221
71 H 0.27 -7.88 -4.08  0.254
72 H -0.21 -6.45 -3.05  0.176
73 C 3.08 -7.95 -3.30  -0.642
74 H 2.62 -8.87 -3.96  0.218
75 H 3.89 -7.95 -2.47  0.241
76 H 3.39 -7.17 -4.16  0.216
77 C 1.34 -8.09 -1.53  -0.610
78 H 1.02 -8.97 -1.85  0.223
79 H 2.04 -7.93 -0.86  0.228
80 H 0.42 -7.56 -0.85  0.167
81 H 0.96 -4.63 -2.30  0.171
82 H 0.98 -5.28 -0.72  0.176
83 C 2.58 -5.06 1.39  -0.466
84 H 3.23 -4.89 2.28  0.236
85 H 2.37 -5.82 0.79  0.194
86 H 1.63 -4.56 1.28  0.227
87 H 5.05 -4.17 -1.02  0.190
88 H 5.42 -4.86 0.83  0.181
89 H 4.38 -5.88 -0.49  0.194


The following is a quantum chemistry calculation of C29H25BF2N4PPt as an isolated structure, from OMol25.

- total charge = -1

Last column: natural (NBO) charge in e.
Atoms and positions in Å:
1 Pt 0.21 0.41 -0.01  0.605
2 B 2.49 -0.12 2.82  0.192
3 N 0.95 0.03 3.01  -0.267
4 C 0.40 0.01 4.24  -0.031
5 C -0.98 0.05 4.11  -0.355
6 C -1.19 0.10 2.73  -0.046
7 N -0.02 0.09 2.09  -0.313
8 N 2.98 -0.08 1.34  -0.277
9 C 4.29 -0.11 1.06  -0.022
10 C 4.45 -0.25 -0.31  -0.369
11 C 3.15 -0.29 -0.80  -0.034
12 N 2.27 -0.19 0.20  -0.325
13 H 2.80 -1.20 3.29  -0.066
14 H 3.04 0.79 3.41  -0.060
15 H 1.02 -0.05 5.11  0.213
16 H -1.71 0.04 4.89  0.216
17 H -2.11 0.16 2.18  0.220
18 H 5.01 -0.03 1.85  0.212
19 H 5.37 -0.30 -0.86  0.216
20 H 2.81 -0.38 -1.82  0.238
21 C -3.77 -5.41 0.85  -0.230
22 C -3.41 -4.41 1.75  -0.236
23 C -2.70 -3.30 1.31  -0.150
24 C -2.32 -3.16 -0.02  -0.314
25 C -2.67 -4.18 -0.91  -0.231
26 C -3.39 -5.29 -0.48  -0.209
27 P -1.49 -1.58 -0.50  0.827
28 C -0.79 -2.12 -2.10  -0.334
29 C 0.47 -2.72 -2.05  -0.189
30 C 1.08 -3.17 -3.21  -0.213
31 C 0.45 -3.01 -4.44  -0.224
32 C -0.80 -2.40 -4.50  -0.221
33 C -1.41 -1.96 -3.33  -0.160
34 C -2.90 -0.51 -0.88  -0.378
35 C -4.12 -1.01 -1.30  -0.155
36 C -5.24 -0.18 -1.44  -0.249
37 C -5.15 1.15 -1.12  -0.184
38 C -3.94 1.71 -0.67  -0.085
39 C -3.85 3.07 -0.32  -0.229
40 C -2.66 3.60 0.10  -0.206
41 C -1.51 2.79 0.18  -0.275
42 C -1.53 1.45 -0.12  -0.203
43 C -2.78 0.88 -0.56  -0.016
44 H -4.33 -6.27 1.18  0.202
45 H -3.69 -4.51 2.79  0.204
46 H -2.41 -2.54 2.02  0.212
47 H -2.37 -4.11 -1.95  0.220
48 H -3.66 -6.07 -1.19  0.201
49 H 0.97 -2.81 -1.09  0.227
50 H 2.06 -3.62 -3.16  0.206
51 H 0.93 -3.35 -5.35  0.201
52 H -1.29 -2.27 -5.45  0.200
53 H -2.38 -1.47 -3.38  0.208
54 H -4.20 -2.07 -1.52  0.205
55 H -6.18 -0.59 -1.79  0.201
56 H -6.02 1.79 -1.22  0.199
57 H -4.74 3.69 -0.39  0.194
58 H -2.60 4.65 0.35  0.198
59 H -0.57 3.24 0.50  0.217
60 F 0.98 0.17 -2.84  -0.413
61 C 0.48 1.10 -1.90  0.327
62 F 1.46 2.11 -1.92  -0.409
63 H -0.38 1.54 -2.40  0.114


The following is a quantum chemistry calculation of an isolated ion of composition HS and charge -1, from OMol25.

- total charge = -1

Last column: natural (NBO) charge in e.
Atoms and positions in Å:
1 S -0.03 0.00 -0.07  -1.076
2 H 0.41 -0.06 1.18  0.076


For each record above, in turn, the calculated LUMO level values are -6.0 0.5 2.8 5.2 eV.
For each record above, in turn, the calculated maximum force values are 4.61 17.31 1.20 0.43 eV/A.
For each record above, in turn, the calculated gap between HOMO and LUMO values are 10.025 9.322 6.435 7.475 eV.